Model 1:
Density functional theory data (ωB97M-V with the def2-TZVPD basis set) for 11 unconnected molecules or ions with the total composition C33H88O33S11.

Values from the calculation:
2S+1 ... 1
Lowest unoccupied orbital energy ... -0.06 eV

Each line ends with the Löwdin charge.
CARTESIAN COORDINATES (ANGSTROEM)
1 O -1.68952 4.78171 3.53024  -0.29
2 S -1.95357 3.46704 4.06355  0.62
3 O -0.87380 2.52164 4.21043  -0.29
4 O -2.81688 3.51117 5.42288  -0.26
5 C -3.00301 4.82306 6.05074  -0.24
6 C -4.48523 5.17239 5.98257  -0.06
7 C -3.15386 2.61853 2.96592  -0.10
8 H -2.38086 5.59202 5.59785  0.11
9 H -2.60458 4.65238 7.05032  0.12
10 H -5.06616 4.48667 6.59536  0.08
11 H -4.78316 5.18989 4.93766  0.08
12 H -4.59889 6.15841 6.43707  0.08
13 H -2.71756 2.70381 1.97429  0.05
14 H -4.10875 3.14285 3.00461  0.06
15 H -3.32723 1.62154 3.36079  0.07
16 O -6.25017 -1.74303 -1.73286  -0.26
17 S -5.08785 -2.05012 -0.97630  0.59
18 O -3.87707 -2.54464 -1.57372  -0.28
19 O -4.67500 -0.83012 0.00283  -0.29
20 C -5.64793 0.16984 0.37833  -0.24
21 C -6.03384 1.09115 -0.75646  -0.06
22 C -5.53885 -3.24265 0.30910  -0.10
23 H -5.16963 0.73551 1.18089  0.11
24 H -6.46231 -0.33998 0.90065  0.12
25 H -5.24249 1.76878 -1.07436  0.08
26 H -6.79921 1.79839 -0.41442  0.09
27 H -6.52713 0.54954 -1.55806  0.07
28 H -6.57929 -3.13738 0.59916  0.07
29 H -4.79792 -3.11768 1.09345  0.07
30 H -5.39521 -4.23071 -0.12696  0.07
31 O 0.93490 3.51641 -3.79267  -0.27
32 S 1.80773 3.00185 -2.77095  0.64
33 O 3.01249 3.70895 -2.41201  -0.28
34 O 0.84928 2.81359 -1.44852  -0.28
35 C 1.12036 3.64656 -0.31906  -0.25
36 C -0.04970 3.63950 0.66053  -0.06
37 C 2.15068 1.26440 -2.98261  -0.10
38 H 1.18366 4.67505 -0.68579  0.12
39 H 2.05519 3.40300 0.18564  0.11
40 H -0.99340 3.98778 0.22679  0.07
41 H 0.06579 4.34493 1.48369  0.08
42 H -0.24772 2.63095 1.02794  0.05
43 H 1.24695 0.66407 -3.04949  0.04
44 H 2.62454 0.80948 -2.11123  0.05
45 H 2.82860 1.16382 -3.82713  0.08
46 O 3.19637 -0.10468 5.07903  -0.29
47 S 2.93226 1.30573 4.98970  0.63
48 O 2.44918 2.05427 6.11880  -0.29
49 O 4.29774 2.05355 4.49518  -0.27
50 C 5.16191 2.58894 5.49165  -0.27
51 C 5.95776 3.77615 4.97387  -0.08
52 C 2.00012 1.72946 3.52695  -0.12
53 H 5.89789 1.82716 5.75122  0.12
54 H 4.63599 2.95064 6.37312  0.11
55 H 5.33075 4.60213 4.63338  0.08
56 H 6.64853 3.48216 4.18373  0.06
57 H 6.59639 4.22191 5.73993  0.08
58 H 0.99238 1.33416 3.58400  0.05
59 H 2.56994 1.36167 2.67910  0.04
60 H 2.00806 2.81282 3.43783  0.08
61 O 7.04170 0.63006 0.58935  -0.28
62 S 6.30509 1.84711 0.68477  0.61
63 O 5.92497 2.42197 1.93909  -0.27
64 O 7.15340 2.97920 -0.11394  -0.26
65 C 8.06019 2.52325 -1.13756  -0.28
66 C 8.33110 3.65203 -2.08913  -0.07
67 C 4.83400 1.75707 -0.38520  -0.10
68 H 7.61937 1.66186 -1.64777  0.11
69 H 8.94648 2.11294 -0.65161  0.12
70 H 8.70905 4.52357 -1.55161  0.08
71 H 7.41049 3.99209 -2.56722  0.08
72 H 9.03388 3.38479 -2.87595  0.08
73 H 4.12383 1.17104 0.20426  0.04
74 H 5.15367 1.26640 -1.29723  0.07
75 H 4.34154 2.72291 -0.46572  0.06
76 O -4.59064 6.53700 -2.17436  -0.28
77 S -3.19154 6.33834 -2.42456  0.62
78 O -2.33856 5.79546 -1.38406  -0.31
79 O -3.04012 5.43090 -3.73777  -0.26
80 C -1.90332 4.55374 -3.85654  -0.26
81 C -2.18071 3.18708 -3.28689  -0.07
82 C -2.47964 7.92630 -3.03153  -0.09
83 H -1.10184 4.98305 -3.24827  0.10
84 H -1.50169 4.52842 -4.86746  0.13
85 H -1.29810 2.56265 -3.42888  0.06
86 H -3.03447 2.69485 -3.75955  0.08
87 H -2.43791 3.28760 -2.23223  0.07
88 H -3.38878 8.50396 -3.19135  0.06
89 H -2.02252 7.83377 -4.01489  0.06
90 H -1.76074 8.34709 -2.33801  0.06
91 O 0.69125 -0.91683 -0.93867  -0.30
92 S 0.97819 -0.49426 0.42151  0.66
93 O 2.05962 0.41323 0.74429  -0.29
94 O -0.42627 -0.00207 1.09693  -0.25
95 C -1.55829 -0.24539 0.23143  -0.25
96 C -1.62316 0.78551 -0.87661  -0.06
97 C 1.18563 -1.90531 1.49109  -0.09
98 H -2.44881 -0.14852 0.85013  0.10
99 H -1.54103 -1.29080 -0.07814  0.11
100 H -0.65252 0.92067 -1.35667  0.05
101 H -1.84345 1.77375 -0.47109  0.06
102 H -2.32102 0.59005 -1.69104  0.08
103 H 0.35199 -2.53893 1.19238  0.07
104 H 1.15820 -1.61984 2.53895  0.07
105 H 2.14983 -2.37010 1.29325  0.07
106 O 1.00295 -0.82425 -5.48129  -0.28
107 S -0.38869 -0.91876 -5.09006  0.64
108 O -1.11945 0.30045 -4.79767  -0.30
109 O -1.18683 -1.73526 -6.25288  -0.26
110 C -0.55584 -2.90972 -6.72915  -0.30
111 C -1.55643 -3.67971 -7.56913  -0.05
112 C -0.68634 -2.03335 -3.69347  -0.08
113 H -0.22512 -3.56300 -5.91052  0.11
114 H 0.38614 -2.76252 -7.26366  0.12
115 H -1.78870 -3.14741 -8.49295  0.08
116 H -2.51474 -3.78363 -7.05408  0.07
117 H -1.25018 -4.69661 -7.80942  0.08
118 H 0.14976 -2.72833 -3.76467  0.07
119 H -1.62726 -2.54565 -3.87138  0.07
120 H -0.66797 -1.48390 -2.75839  0.04
121 O 3.23865 -4.22171 8.53524  -0.28
122 S 3.41807 -5.47617 7.87083  0.61
123 O 2.68981 -6.65389 8.27931  -0.29
124 O 3.15255 -5.27930 6.29175  -0.26
125 C 3.67690 -4.10355 5.64921  -0.26
126 C 2.53616 -3.29738 5.05481  -0.07
127 C 5.19976 -5.94148 7.97133  -0.10
128 H 4.27675 -4.43955 4.80214  0.12
129 H 4.28352 -3.48916 6.31348  0.12
130 H 1.88545 -3.94072 4.46170  0.08
131 H 2.99553 -2.53751 4.41936  0.06
132 H 1.91836 -2.75436 5.76910  0.08
133 H 5.32921 -6.36508 8.96156  0.06
134 H 5.86800 -5.08610 7.88384  0.06
135 H 5.35003 -6.58443 7.10828  0.06
136 O 0.77962 -5.14985 -0.57023  -0.28
137 S 1.86381 -5.71885 0.18108  0.59
138 O 2.81947 -4.81988 0.74595  -0.28
139 O 1.34694 -6.59570 1.45286  -0.26
140 C 0.33713 -7.58866 1.29498  -0.28
141 C 0.75971 -8.81929 2.07140  -0.07
142 C 2.70181 -7.01210 -0.75375  -0.10
143 H 0.24258 -7.89474 0.24761  0.11
144 H -0.63983 -7.21736 1.60192  0.13
145 H 0.76032 -8.64042 3.14877  0.08
146 H 1.77581 -9.12833 1.82496  0.08
147 H 0.08797 -9.66288 1.91018  0.08
148 H 1.97616 -7.69236 -1.18496  0.07
149 H 3.36079 -7.46018 -0.01654  0.07
150 H 3.22728 -6.42685 -1.50607  0.07
151 O -5.16542 -3.59133 -6.42679  -0.29
152 S -6.11511 -2.50114 -6.43844  0.60
153 O -7.52022 -2.71858 -6.31389  -0.27
154 O -5.70601 -1.47901 -5.25707  -0.25
155 C -4.30716 -1.35438 -4.95535  -0.27
156 C -4.00471 -0.11826 -4.15667  -0.06
157 C -5.88163 -1.46926 -7.89915  -0.11
158 H -3.70394 -1.36717 -5.86743  0.10
159 H -4.05125 -2.24242 -4.37397  0.11
160 H -4.40427 0.79735 -4.60042  0.09
161 H -2.93969 0.06022 -4.00703  0.04
162 H -4.45417 -0.17178 -3.16283  0.05
163 H -6.44993 -0.54870 -7.88580  0.07
164 H -6.17668 -2.13893 -8.70804  0.07
165 H -4.80542 -1.34120 -8.01261  0.06

Model 2:
Density functional theory data (ωB97M-V with the def2-TZVPD basis set) for 11 unconnected molecules or ions with the total composition C33H88O33S11.

Values from the calculation:
2S+1 ... 1
Lowest unoccupied orbital energy ... -0.44 eV

Each line ends with the Löwdin charge.
CARTESIAN COORDINATES (ANGSTROEM)
1 O -2.48099 0.97799 4.60353  -0.33
2 S -2.47888 1.20494 6.06979  0.73
3 O -3.25683 0.33287 6.98191  -0.30
4 O -0.88536 1.48271 6.52432  -0.29
5 C 0.03772 2.03864 5.55128  -0.23
6 C 0.83718 0.92978 4.79406  -0.04
7 C -3.00609 2.96521 6.39264  -0.08
8 H 0.71233 2.76706 6.00119  0.12
9 H -0.55603 2.75820 4.98755  0.09
10 H 0.19051 0.26786 4.21805  0.06
11 H 1.34057 0.27700 5.50720  0.08
12 H 1.49615 1.41541 4.07432  0.05
13 H -2.93293 3.16858 7.46100  0.08
14 H -3.97713 3.05613 5.90590  0.07
15 H -2.31131 3.55101 5.79080  0.04
16 O 0.79158 -3.28486 -1.17311  -0.33
17 S 1.68955 -3.38926 0.01229  0.72
18 O 2.86440 -2.49425 0.04532  -0.31
19 O 0.80666 -3.21485 1.42865  -0.29
20 C 1.48396 -3.18138 2.64172  -0.28
21 C 0.40558 -3.67070 3.71942  -0.01
22 C 2.22425 -5.17505 0.15376  -0.07
23 H 1.79930 -2.16112 2.86020  0.08
24 H 2.45907 -3.66828 2.65522  0.11
25 H 0.98394 -3.77282 4.63766  0.07
26 H -0.12794 -4.58447 3.45773  0.07
27 H -0.38141 -2.93266 3.87446  0.07
28 H 1.27648 -5.64447 0.41735  0.06
29 H 2.91386 -5.28111 0.99119  0.07
30 H 2.51410 -5.47841 -0.85225  0.07
31 O -4.40873 -4.64397 -1.59866  -0.31
32 S -3.70104 -3.91323 -0.52314  0.66
33 O -3.42447 -2.51384 -0.58788  -0.27
34 O -4.51460 -4.20255 0.88690  -0.32
35 C -4.93130 -5.59894 1.23406  -0.19
36 C -6.00654 -5.47576 2.39865  -0.04
37 C -2.16233 -4.84811 -0.08380  -0.09
38 H -4.07607 -6.22713 1.48317  0.10
39 H -5.38541 -6.05387 0.35377  0.11
40 H -6.46017 -6.45799 2.53108  0.07
41 H -6.81665 -4.81233 2.09586  0.08
42 H -5.59729 -5.06572 3.32195  0.06
43 H -1.40066 -4.70988 -0.85117  0.05
44 H -2.44885 -5.89556 0.01030  0.06
45 H -1.90866 -4.43752 0.89353  0.06
46 O 3.48697 -2.62047 5.67011  -0.30
47 S 4.29133 -1.77936 4.76853  0.68
48 O 5.16234 -2.34742 3.73780  -0.31
49 O 3.35355 -0.57285 4.14122  -0.30
50 C 3.87398 0.35333 3.19254  -0.28
51 C 3.08641 0.21791 1.92626  -0.06
52 C 5.43707 -0.76041 5.83346  -0.08
53 H 4.94475 0.38705 2.99154  0.11
54 H 3.69634 1.34335 3.61257  0.12
55 H 2.10825 -0.23407 2.09064  0.07
56 H 3.60350 -0.50168 1.29151  0.06
57 H 2.95948 1.16910 1.40932  0.08
58 H 5.61641 0.19430 5.33903  0.06
59 H 6.32766 -1.38285 5.92013  0.06
60 H 4.96451 -0.70418 6.81408  0.06
61 O -2.92568 5.20846 3.78508  -0.31
62 S -2.91160 4.57803 2.45372  0.67
63 O -2.99381 5.36206 1.22668  -0.30
64 O -1.53250 3.73956 2.31130  -0.29
65 C -0.54456 4.10425 1.38095  -0.26
66 C 0.58751 3.10420 1.55654  -0.07
67 C -4.07505 3.11356 2.39577  -0.07
68 H -0.30712 5.16735 1.42030  0.13
69 H -0.92079 3.95540 0.36883  0.10
70 H 0.27050 2.11550 1.88833  0.06
71 H 1.27645 3.46117 2.32206  0.08
72 H 1.19120 3.10183 0.64898  0.07
73 H -3.60415 2.46255 3.13235  0.03
74 H -4.02680 2.81919 1.34738  0.05
75 H -4.99816 3.60141 2.70877  0.07
76 O 1.00126 -1.00979 -5.10305  -0.29
77 S 0.96590 -2.27509 -5.80829  0.67
78 O -0.03833 -2.64440 -6.76022  -0.27
79 O 2.47854 -2.49189 -6.50632  -0.28
80 C 2.62968 -3.49665 -7.49286  -0.30
81 C 4.12210 -3.57969 -7.78342  -0.07
82 C 1.06757 -3.65443 -4.55429  -0.09
83 H 2.23236 -3.22628 -8.47119  0.12
84 H 2.21452 -4.48540 -7.29763  0.12
85 H 4.54260 -4.17801 -6.97516  0.08
86 H 4.64925 -2.62568 -7.77518  0.07
87 H 4.29598 -3.97118 -8.78571  0.08
88 H 1.98237 -3.42937 -4.00603  0.06
89 H 1.13946 -4.58315 -5.12035  0.06
90 H 0.17840 -3.68299 -3.92449  0.06
91 O 3.99152 2.37892 -1.73131  -0.30
92 S 4.85690 2.89048 -0.68662  0.68
93 O 4.30893 3.79520 0.31346  -0.30
94 O 5.63203 1.63538 0.15058  -0.29
95 C 6.04824 0.52738 -0.62828  -0.29
96 C 6.71096 -0.43012 0.36149  -0.04
97 C 6.36922 3.71736 -1.47585  -0.08
98 H 6.69493 0.90545 -1.42008  0.11
99 H 5.15094 0.00921 -0.96661  0.11
100 H 6.11002 -0.45946 1.27041  0.06
101 H 7.69565 0.00083 0.54246  0.08
102 H 6.87430 -1.43173 -0.03625  0.09
103 H 6.06585 4.57740 -2.07284  0.07
104 H 6.87449 2.98639 -2.10710  0.05
105 H 7.00043 3.95636 -0.61995  0.06
106 O -7.82191 -0.96703 2.31951  -0.29
107 S -6.48514 -0.74748 2.86165  0.71
108 O -5.97389 0.59062 3.24413  -0.33
109 O -6.24215 -1.85757 4.07856  -0.24
110 C -5.30521 -1.55092 5.04558  -0.31
111 C -4.08531 -2.48393 4.96186  -0.05
112 C -5.26924 -1.29309 1.62006  -0.11
113 H -5.85183 -1.81186 5.95179  0.13
114 H -4.91275 -0.53530 5.09643  0.09
115 H -3.63391 -2.46268 3.96995  0.06
116 H -4.35386 -3.50847 5.21934  0.07
117 H -3.38080 -2.09681 5.69800  0.07
118 H -5.80606 -2.10557 1.13035  0.05
119 H -4.38974 -1.70232 2.11716  0.04
120 H -5.08651 -0.46615 0.93385  0.08
121 O -1.29204 0.92872 -2.65563  -0.31
122 S -0.14940 1.33812 -1.80389  0.68
123 O 0.40652 2.66541 -1.86867  -0.29
124 O -0.54951 1.04310 -0.21021  -0.28
125 C -1.62277 0.17392 0.00919  -0.29
126 C -1.57542 -0.23671 1.47862  -0.03
127 C 1.24182 0.10598 -2.06384  -0.07
128 H -1.47671 -0.71093 -0.61033  0.10
129 H -2.55858 0.59209 -0.36161  0.11
130 H -1.82375 0.57459 2.16290  0.06
131 H -0.64175 -0.70876 1.78444  0.07
132 H -2.36421 -0.97595 1.61802  0.06
133 H 1.77564 0.32032 -2.98969  0.05
134 H 0.71028 -0.84556 -2.07548  0.04
135 H 1.93080 0.25808 -1.23302  0.05
136 O -5.30528 4.89619 -5.45653  -0.28
137 S -4.35684 5.75639 -4.78858  0.65
138 O -4.50640 7.18644 -4.77594  -0.28
139 O -4.22249 5.23989 -3.22720  -0.26
140 C -4.29673 3.88151 -2.94703  -0.30
141 C -3.67681 3.48603 -1.59205  -0.04
142 C -2.57274 5.46176 -5.31802  -0.08
143 H -3.78632 3.37434 -3.76578  0.10
144 H -5.32255 3.51525 -2.98751  0.12
145 H -4.31740 3.81082 -0.77214  0.06
146 H -2.67205 3.87482 -1.42656  0.07
147 H -3.61237 2.40314 -1.48582  0.06
148 H -2.33515 4.39972 -5.25694  0.05
149 H -1.92997 6.09161 -4.70301  0.07
150 H -2.67575 5.77866 -6.35583  0.06
151 O 4.44375 2.27634 -8.63293  -0.27
152 S 4.11869 2.31168 -7.23048  0.65
153 O 4.79695 3.23065 -6.34321  -0.29
154 O 2.49559 2.46013 -7.07960  -0.27
155 C 2.01992 2.75744 -5.79658  -0.28
156 C 0.48278 2.58819 -5.71075  -0.04
157 C 4.08793 0.59391 -6.52380  -0.10
158 H 2.26105 3.80861 -5.63844  0.12
159 H 2.55400 2.23844 -5.00067  0.10
160 H -0.12951 2.93942 -6.54132  0.08
161 H 0.08268 3.08702 -4.82803  0.06
162 H 0.21114 1.55186 -5.50993  0.06
163 H 3.25096 0.02395 -6.92720  0.05
164 H 4.07883 0.57256 -5.43405  0.06
165 H 4.98724 0.09541 -6.88551  0.06

Sorted by energy, starting with the most stable: model 1, model 2.